[1]
Below is a molecular structure, C30H34BrCaN6O3P in a non-equilibrium geometry, with properties calculated with wB97M-V/def2-TZVPD.

## Properties
HOMO-LUMO gap (alpha / beta) in eV: 5.8830 / 5.6739
Electronic energy in hartree: -5310.77847
HOMO (alpha / beta) in eV: -6.53 / -6.40
LUMO level (alpha / beta) in eV: -0.65 / -0.73

Geometry as XYZ:
```
76
Properties=species:S:1:pos:R:3:mulliken_charge:R:1
Ca 11.3028 12.1824 6.4488 1.841
Br 7.7133 16.7631 12.4997 -0.138
C 7.5654 17.6644 10.8957 0.120
C 8.5194 18.7182 10.6009 -0.276
C 8.9730 19.0197 9.3656 -0.439
C 8.3592 18.3462 8.2663 0.100
C 7.2372 17.5597 8.5099 -0.598
C 6.9051 17.0915 9.7799 -0.411
N 8.9696 18.2366 7.0561 -0.197
N 10.2504 18.4736 7.0237 -0.355
C 10.9851 17.5695 6.3338 -0.165
C 12.2929 17.4717 6.8597 -0.677
C 12.9371 16.2729 6.9196 -0.531
C 12.3438 15.1290 6.2516 0.640
O 12.7584 13.9666 6.5990 -0.672
C 11.1107 15.3334 5.4800 0.017
N 10.5583 14.2077 4.8440 -0.438
C 9.5747 14.3855 3.9592 -0.341
C 8.9558 15.6057 3.7193 -0.828
C 9.3059 16.6529 4.6287 -0.065
C 10.4282 16.5621 5.4645 0.596
H 8.9400 19.2993 11.4313 0.345
H 9.8026 19.6059 9.0937 0.508
H 6.7085 17.2241 7.6470 0.422
H 6.0353 16.4530 9.9612 0.399
H 12.6958 18.3559 7.3523 0.393
H 13.7750 16.0647 7.5952 0.409
H 9.1748 13.4550 3.5137 0.348
H 8.2648 15.8184 2.8965 0.391
H 8.6985 17.5581 4.6669 0.485
O 10.4602 10.3736 9.8353 -0.693
C 10.2724 11.1036 8.8114 0.262
O 10.7896 12.2460 8.5287 -0.870
C 9.2601 10.5346 7.9227 0.880
C 8.1937 9.7936 8.4431 -0.437
C 7.4560 8.9932 7.5954 -0.384
C 7.6261 9.1814 6.2007 -0.501
C 8.6958 9.9807 5.7151 -0.513
N 9.4471 10.6187 6.5889 -0.300
H 7.9846 9.9148 9.5212 0.366
H 6.7746 8.2261 8.0071 0.397
H 6.9581 8.7572 5.4490 0.355
H 8.8781 10.0707 4.6604 0.481
C 16.2930 14.2999 6.4530 -1.041
P 17.6482 13.1671 7.0272 0.270
C 17.4488 13.1110 8.8485 -1.139
C 19.1679 14.2859 6.9279 -1.127
H 16.5467 15.3222 6.6032 0.573
H 15.3522 14.1313 6.9809 -0.018
H 16.0091 14.1740 5.4374 0.439
H 17.5836 14.0969 9.3519 0.384
H 18.1994 12.4171 9.2126 0.361
H 16.4486 12.6625 9.0289 0.269
H 18.9220 15.1923 7.4501 0.344
H 19.3415 14.5145 5.8655 0.353
H 19.9996 13.7585 7.4888 0.337
C 13.9299 10.5367 7.7263 -0.343
C 15.3514 9.9559 7.8474 -0.126
N 15.6694 9.1313 6.6519 -0.237
C 14.5605 8.1510 6.4881 -0.615
C 13.2542 8.8692 6.1385 -0.778
N 13.3708 10.3646 6.3301 0.158
C 14.4189 10.8733 5.2715 -0.045
C 15.6811 10.0534 5.4293 -0.624
H 14.0487 11.5501 8.0777 0.303
H 13.1384 10.0357 8.3660 0.291
H 15.4320 9.4069 8.8026 0.393
H 16.0605 10.8036 7.8690 -0.380
H 14.4365 7.5222 7.3838 0.301
H 14.8046 7.4410 5.6424 0.302
H 12.3783 8.4953 6.6676 0.288
H 12.9606 8.6746 5.1048 0.442
H 14.5949 11.9686 5.4877 -0.240
H 13.9690 10.7322 4.2799 0.542
H 16.5731 10.7365 5.6690 0.185
H 15.9620 9.4977 4.5323 0.251
```

***

[2]
Below is a molecular structure, C39H32AuFN5O5P2, with properties calculated with wB97M-V/def2-TZVPD.

## Properties
HOMO-LUMO gap in eV: 6.3457
Electronic energy in hartree: -3073.51779
Total charge: +1
HOMO in eV: -10.36
LUMO level in eV: -4.01

Geometry as XYZ:
```
85
Properties=species:S:1:pos:R:3:mulliken_charge:R:1
Au -0.1903 0.1621 -0.1510 1.781
N 1.8640 2.1633 0.0439 0.337
P 2.1026 0.4992 -0.1681 0.677
C 3.6121 0.1921 0.7685 0.574
C 4.8062 -0.0366 0.0782 -0.736
C 6.0119 -0.0522 0.7644 -0.888
C 6.0386 0.1697 2.1322 -0.769
C 4.8573 0.4297 2.8164 -1.001
C 3.6491 0.4449 2.1435 -0.022
C 2.4479 0.0922 -1.8925 1.090
C 3.0392 -1.1251 -2.2340 -0.735
C 3.1539 -1.4928 -3.5643 -0.942
C 2.6802 -0.6537 -4.5640 -0.672
C 2.0795 0.5502 -4.2299 -0.472
C 1.9524 0.9147 -2.8988 -0.726
P 0.2326 2.3173 0.4378 -0.158
C -0.4364 3.7598 -0.3622 1.048
C -1.3155 4.5713 0.3573 -0.727
C -1.8450 5.7062 -0.2361 -0.788
C -1.5044 6.0293 -1.5403 -0.548
C -0.6328 5.2213 -2.2611 -0.921
C -0.1030 4.0859 -1.6779 -0.581
C -0.0017 2.4818 2.1936 0.742
C 0.9176 3.2190 2.9410 -0.362
C 0.7174 3.3796 4.3011 -1.001
C -0.4018 2.8152 4.9032 -0.477
C -1.3152 2.0830 4.1583 -0.654
C -1.1205 1.9118 2.7961 -0.181
H 2.5963 2.8412 0.2182 0.314
H 4.8240 -0.1754 -0.9905 0.502
H 6.9288 -0.2313 0.2196 0.459
H 6.9793 0.1514 2.6663 0.430
H 4.8720 0.6119 3.8825 0.489
H 2.7328 0.6314 2.6823 0.484
H 3.4275 -1.7888 -1.4712 0.620
H 3.6181 -2.4359 -3.8188 0.438
H 2.7756 -0.9396 -5.6027 0.423
H 1.6995 1.2037 -5.0034 0.474
H 1.4540 1.8369 -2.6451 0.278
H -1.5809 4.3211 1.3756 0.410
H -2.5206 6.3379 0.3239 0.447
H -1.9174 6.9170 -2.0005 0.408
H -0.3683 5.4796 -3.2772 0.452
H 0.5842 3.4727 -2.2394 0.350
H 1.7923 3.6592 2.4752 0.428
H 1.4306 3.9396 4.8907 0.464
H -0.5589 2.9364 5.9669 0.452
H -2.1623 1.6206 4.6450 0.425
H -1.8158 1.3135 2.2218 0.577
O -2.1125 0.4237 -0.6727 -0.808
C -3.0598 -0.5095 -0.6573 0.405
C -4.3729 -0.0335 -0.7955 -0.626
C -5.4422 -0.8980 -0.8328 -0.454
C -5.2420 -2.2738 -0.7376 -0.894
C -3.9601 -2.7520 -0.6044 -0.935
C -2.8491 -1.8955 -0.5568 0.725
C -1.5179 -2.4721 -0.4186 0.620
N -0.3410 -1.8708 -0.5765 0.035
C 0.6435 -2.7994 -0.3124 -0.042
C 0.0640 -3.9852 -0.0347 -1.255
N -1.2925 -3.7611 -0.1110 -0.038
H -4.5139 1.0357 -0.8726 0.480
H -6.4439 -0.5024 -0.9386 0.419
H -6.0778 -2.9576 -0.7740 0.415
H -3.8200 -3.8247 -0.5579 0.331
H 1.6919 -2.5603 -0.3571 0.384
H 0.4777 -4.9482 0.2014 0.449
H -2.0109 -4.4387 0.0740 0.190
F 4.2246 -0.4137 5.7299 -0.420
C 2.8892 -0.3752 5.8487 0.623
C 2.1015 -1.0875 5.0398 -0.237
N 0.7283 -1.0578 5.1456 0.262
C -0.0879 -1.7405 4.1459 -1.631
C 0.0670 -1.1008 2.7582 1.141
O -0.9535 -1.0060 2.0492 -0.535
O 1.2144 -0.7312 2.4282 -0.487
C 0.0967 -0.3224 6.1269 0.350
O -1.1078 -0.2638 6.2622 -0.652
N 0.9527 0.3751 6.9595 0.017
C 2.3411 0.4745 6.8960 0.274
O 2.9679 1.1888 7.6409 -0.631
H 2.5024 -1.7065 4.2528 0.435
H -1.1213 -1.6951 4.4722 0.379
H 0.2145 -2.7889 4.0929 0.247
H 0.5013 0.9050 7.6925 0.253
```

***

[3]
Below is 3 unconnected molecules or ions with the total composition C3H13NO2 in a non-equilibrium geometry, with properties calculated with wB97M-V/def2-TZVPD.

## Properties
HOMO-LUMO gap in eV: 9.4117
Electronic energy in hartree: -327.26116
HOMO in eV: -8.64
LUMO level in eV: 0.77

Geometry as XYZ:
```
19
Properties=species:S:1:pos:R:3:nbo_charge:R:1
C -2.1725 -0.3643 -0.6335 -0.608
C -1.3717 -0.7539 0.7502 -0.217
N 0.0454 -0.6796 0.3316 -0.648
C 0.9296 -1.4857 1.2695 -0.413
H -3.1042 -0.8185 -0.4591 0.197
H -1.6805 -0.8910 -1.3949 0.209
H -2.2537 0.6859 -0.7743 0.189
H -1.7530 -1.7620 1.0496 0.178
H -1.8492 -0.1701 1.4641 0.169
H 0.3416 0.3008 0.2490 0.384
H 1.7856 -1.6206 0.7330 0.191
H 1.0533 -1.0808 2.2937 0.171
H 0.4376 -2.4397 1.5005 0.191
H 0.9271 1.6954 -2.8068 0.470
H 0.3431 2.2492 -1.4801 0.492
O 1.1152 2.2092 -2.1150 -0.949
H 2.7615 1.1333 0.4565 0.464
H 2.3857 1.9992 -0.6981 0.499
O 2.0592 1.7933 0.2642 -0.969
```

***

> Among the records above, which one has the highest electronic energy?

C3H13NO2